Computed, not measured: a cluster of 2 separate species, C9H14O in total at a distorted geometry, with the ωB97M-V functional and the def2-TZVPD basis.

Each line ends with the Mulliken charge.
Geometry (Å):
O1 0.4382 -4.0961 0.5929  -0.442
C1 -0.5567 2.5939 2.0263  -0.811
C2 -1.2603 -1.2050 -0.9964  -0.637
C3 0.8133 2.5143 1.3559  -0.595
C4 -1.1044 -2.4876 -0.3712  -0.651
C5 1.1309 -0.9499 -1.1458  -0.311
C6 -0.1515 -0.4211 -1.3024  0.383
C7 1.2974 -2.2493 -0.5874  -1.066
C8 0.1874 -2.9610 -0.1454  1.007
C9 -0.3330 1.0316 -1.7222  -1.528
H1 -0.8141 3.6133 2.2684  0.294
H2 -0.4660 1.0839 -2.8082  0.379
H3 2.2478 -2.6520 -0.2958  0.260
H4 1.1733 3.5183 1.1446  0.283
H5 -1.3239 2.2375 1.3365  0.245
H6 -1.9695 -3.1351 -0.2225  0.210
H7 0.5611 1.5920 -1.5051  0.310
H8 1.9658 -0.2929 -1.3324  0.266
H9 -0.6073 2.0232 2.9482  0.255
H10 -0.3798 -4.4838 0.8820  0.262
H11 1.6545 2.0893 1.9240  0.317
H12 -1.1764 1.4675 -1.2153  0.249
H13 -2.2411 -0.8423 -1.2398  0.355
H14 0.9145 2.0115 0.4111  -0.033

Computed properties:
total charge = -1
spin multiplicity = 2
HOMO-LUMO gap (alpha / beta) = 2.83 / 7.09 eV
highest occupied orbital energy (alpha / beta) = 0.92 / -3.37 eV


Computed, not measured: a structure of composition C31H24Cl5N7O4PtS, with the ωB97M-V functional and the def2-TZVPD basis.

Each line ends with the Mulliken charge.
Geometry (Å):
Pt1 1.5494 0.3107 1.0995  2.159
Cl1 0.2605 -0.8700 6.3198  -0.227
Cl2 -1.6523 -3.3202 6.6531  -0.215
Cl3 -1.7890 -3.8559 1.2542  -0.190
Cl4 1.0936 0.1320 3.5388  -0.271
Cl5 -2.6541 -4.8353 4.1068  -0.201
S1 4.6783 -0.1212 0.4399  0.133
O1 -0.0779 -1.5192 1.3070  -0.394
O2 0.8030 3.7034 3.7184  -0.476
O3 -0.3180 1.3950 1.0871  -0.677
O4 4.6323 -1.0549 -0.6908  -0.485
N1 0.4589 -3.0931 -3.5476  0.874
N2 3.4899 0.1781 1.2729  -0.072
N3 1.5646 -1.1145 -2.7387  0.485
N4 0.6569 -4.3744 -3.1407  -0.516
N5 1.6597 -0.0128 -0.8718  -0.240
N6 -0.4584 -4.9853 -3.0996  -0.607
N7 -0.8306 4.1182 1.7056  -0.013
C1 -1.4534 -4.1069 -3.4885  0.313
C2 1.4022 3.7102 2.4998  0.585
C3 -1.2447 1.4665 0.2288  0.721
C4 1.0284 3.9477 0.1298  -0.005
C5 -2.7100 0.4369 -1.4177  -0.502
C6 1.4535 0.8944 -1.8874  -0.255
C7 -3.2462 2.6448 -0.6565  -0.781
C8 -2.8297 -4.2970 -3.6286  -0.728
C9 -3.5571 1.5875 -1.4387  -1.034
C10 3.2548 3.6797 0.9766  -0.800
C11 1.3942 0.2209 -3.0568  -0.747
C12 -2.0720 2.6469 0.1685  0.526
C13 0.5357 3.8776 1.4177  0.285
C14 -0.8657 -2.8806 -3.7843  1.306
C15 1.5784 -2.2067 -3.6933  -1.549
C16 2.3947 3.8550 -0.0942  -0.682
C17 -2.9624 -1.9880 -4.3741  -0.620
C18 -1.6078 -1.7845 -4.2323  -0.679
C19 1.7184 -1.2270 -1.3990  0.760
C20 -1.1684 -2.7992 5.0793  0.479
C21 -1.6111 0.3715 -0.6243  -0.445
C22 -1.2445 -3.0401 2.6758  0.421
C23 -3.5694 -3.2249 -4.0705  -0.549
C24 -0.4005 -1.9058 2.4639  -1.172
C25 2.7642 3.5913 2.2734  -0.550
C26 -1.6192 -3.4680 3.9334  -0.074
C27 1.9071 -2.5108 -0.6870  -1.660
C28 -0.3307 -1.7039 4.9249  -0.321
C29 0.0351 -1.2705 3.6593  0.851
C30 -1.9047 3.7250 1.0339  -0.846
C31 1.6351 3.5297 4.8578  -0.889
H1 -4.6386 -3.3275 -4.1974  0.392
H2 -2.7820 4.3356 1.2363  0.443
H3 -0.9855 4.5971 2.5827  0.319
H4 2.2915 -3.2800 -1.3532  0.569
H5 -3.5831 -1.1745 -4.7282  0.417
H6 2.4722 -2.8137 -3.5678  0.350
H7 1.5790 -1.7649 -4.6889  0.411
H8 -0.9927 -0.5150 -0.5730  0.531
H9 0.9707 3.5335 5.7163  0.263
H10 3.4496 3.4385 3.0937  0.397
H11 4.3219 3.6183 0.8116  0.441
H12 2.6044 -2.3609 0.1311  0.390
H13 1.3661 1.9471 -1.6935  0.159
H14 -2.9646 -0.4157 -2.0327  0.690
H15 -4.4445 1.5969 -2.0565  0.399
H16 2.1648 2.5765 4.8148  0.325
H17 -3.2818 -5.2517 -3.3975  0.449
H18 -1.1509 -0.8314 -4.4642  0.333
H19 0.3350 4.1098 -0.6873  0.484
H20 2.7876 3.9304 -1.0996  0.403
H21 1.2719 0.5595 -4.0703  0.485
H22 0.9550 -2.8396 -0.2671  0.131
H23 2.3537 4.3476 4.9444  0.390
H24 -3.8709 3.5314 -0.6571  0.405

Computed properties:
total charge = 0
HOMO-LUMO gap = 6.10 eV
highest occupied orbital energy = -7.15 eV


Computed, not measured: a structure of composition C24H60F4KN2O20S4 at a distorted geometry, with the ωB97M-V functional and the def2-TZVPD basis.

Each line ends with the Mulliken charge.
Geometry (Å):
K1 -1.7915 -16.8020 2.6621  0.941
S1 -2.8899 -16.8813 -3.0571  1.047
S2 -3.1891 -15.7653 -5.2870  1.056
S3 0.2440 -14.3397 1.0031  0.735
S4 0.0325 -13.3740 3.3528  0.746
F1 -2.2993 -18.2565 -2.4509  -0.306
F2 -1.0426 -14.4229 0.1158  -0.139
F3 -0.5985 -13.8511 4.7534  -0.313
F4 -2.4629 -15.9715 -6.6842  -0.275
O1 1.7175 -18.4440 -2.9949  -0.408
O2 0.8791 -15.5692 0.6788  -0.616
O3 5.4607 -12.4641 -0.8458  -0.363
O4 3.8784 -19.3107 -0.9327  -0.327
O5 -4.2916 -17.0596 -2.8314  -0.628
O6 -2.7354 -14.4848 -4.8797  -0.533
O7 0.7879 -13.0913 0.6448  -0.366
O8 4.4528 -10.4355 1.1958  -0.428
O9 1.7390 -14.6202 6.9733  0.056
O10 -5.1553 -11.1573 1.9053  -0.061
O11 -0.4477 -15.6594 8.3141  -0.251
O12 1.4122 -13.5970 3.5642  -0.516
O13 0.5490 -11.2926 7.7048  -0.457
O14 0.9166 -8.6336 6.1740  -0.390
O15 -0.4524 -12.0632 3.2137  -0.364
O16 -2.2321 -15.8745 -2.2798  -0.379
O17 -2.6538 -7.8427 0.4982  -0.500
O18 -3.0472 -11.1643 -0.8159  -0.132
O19 -4.5535 -15.9544 -5.5910  -0.579
O20 -4.5022 -12.6837 4.3357  -0.282
N1 -0.7068 -14.4312 2.4076  -0.090
N2 -2.4096 -17.0197 -4.5617  -0.393
C1 -6.1945 -11.1613 0.9426  -0.852
C2 3.0616 -18.6769 -3.2136  -0.452
C3 -3.0890 -9.1881 0.4846  0.440
C4 1.3266 -9.9491 5.8832  -0.642
C5 1.4321 -17.6425 -1.8564  -0.366
C6 -1.6427 -7.5493 1.4064  -0.570
C7 6.5674 -11.9350 -0.1852  -0.625
C8 -3.1439 -11.4177 -2.2002  -0.865
C9 4.3667 -11.5929 -0.9271  -0.710
C10 1.7498 -15.9889 7.2581  -0.533
C11 0.0685 -15.5491 9.6113  -0.825
C12 1.0251 -8.2991 7.5275  -0.647
C13 0.3798 -11.0231 6.3113  0.822
C14 -0.2942 -12.3391 8.1547  -0.505
C15 3.6782 -19.7029 -2.2646  -0.552
C16 2.8545 -14.1676 6.2937  -0.716
C17 3.7376 -9.9609 2.2882  -0.552
C18 -4.4938 -11.2752 4.1683  -0.204
C19 -5.5591 -10.8338 3.2163  -0.867
C20 -3.9700 -13.0385 5.5746  -0.730
C21 4.7672 -18.2157 -0.7753  -0.628
C22 0.3195 -16.4544 7.4786  -0.598
C23 -2.2979 -10.0317 -0.4850  -0.367
C24 3.6561 -11.2539 0.3561  -0.062
H1 -6.4999 -11.3207 3.5102  0.414
H2 -3.5068 -10.8868 3.9092  0.162
H3 6.8285 -10.9442 -0.5730  0.299
H4 2.9243 -20.4955 -2.2272  0.311
H5 3.1781 -19.1054 -4.2135  0.360
H6 -5.7071 -11.3694 -0.0040  0.105
H7 -6.7368 -10.2075 0.9479  0.357
H8 1.4261 -10.0311 4.7967  0.129
H9 2.7523 -10.6725 0.1091  0.326
H10 5.7450 -18.4516 -1.2250  0.315
H11 2.2928 -17.0981 -1.4727  0.130
H12 7.4421 -12.5637 -0.3913  0.244
H13 3.3132 -12.1307 0.9188  0.220
H14 2.3376 -10.1307 6.2775  0.414
H15 -3.0549 -9.5568 1.5191  -0.200
H16 0.2782 -8.8006 8.1500  0.227
H17 -0.6661 -7.9801 1.1380  0.253
H18 2.3577 -16.2616 8.1377  0.336
H19 3.7284 -14.1194 6.9589  0.281
H20 4.4190 -9.7355 3.1154  0.364
H21 0.1247 -16.5512 10.0844  0.338
H22 -0.5018 -13.0339 7.3365  0.169
H23 -1.8576 -7.9868 2.4013  0.201
H24 6.4437 -11.9398 0.8972  0.218
H25 -0.6712 -10.8161 6.0905  0.289
H26 -0.6079 -14.9813 10.2437  0.260
H27 -1.3485 -10.3147 -0.0080  0.053
H28 0.7008 -11.9561 5.8299  -0.538
H29 -1.2398 -11.9116 8.5126  0.327
H30 -3.2480 -10.4984 -2.7902  0.410
H31 -2.9066 -12.7852 5.7458  0.216
H32 -2.2368 -11.8785 -2.6120  0.325
H33 -6.9156 -11.9492 1.2001  0.331
H34 -3.9201 -12.1621 -2.3452  0.212
H35 4.6151 -20.1000 -2.6822  0.389
H36 3.6227 -17.7299 -3.2123  0.345
H37 1.0769 -15.1282 9.6417  0.306
H38 -5.6810 -9.7415 3.2938  0.341
H39 -4.1522 -9.1577 0.2421  0.100
H40 1.0718 -18.3259 -1.0738  0.211
H41 4.4333 -17.2849 -1.2357  0.234
H42 0.8485 -7.2244 7.5951  0.253
H43 3.0512 -14.7601 5.3950  0.396
H44 0.3935 -17.4935 7.8662  0.411
H45 2.1665 -16.5585 6.4114  0.394
H46 -3.9456 -14.1250 5.6802  0.258
H47 -2.0794 -9.4318 -1.3771  0.365
H48 4.5930 -10.6538 -1.4608  0.361
H49 2.0232 -8.5309 7.9196  0.294
H50 3.1299 -9.0766 2.0683  0.299
H51 3.6306 -12.0689 -1.5810  0.353
H52 -1.5768 -6.4711 1.5234  0.291
H53 -4.8106 -10.8766 5.1498  0.423
H54 4.8702 -18.1147 0.3017  0.208
H55 -0.1764 -16.5765 6.5172  0.213
H56 0.6200 -16.9289 -2.0043  0.234
H57 -4.4900 -12.5571 6.4166  0.405
H58 2.6719 -13.1422 5.9715  -0.031
H59 0.2324 -12.8496 8.9556  0.147
H60 3.0986 -10.7486 2.7274  0.060

Computed properties:
total charge = -1
HOMO-LUMO gap = 6.87 eV
highest occupied orbital energy = -6.41 eV


Computed, not measured: the ion C5H5O3S with charge -1 at a distorted geometry, with the ωB97M-V functional and the def2-TZVPD basis.

Each line ends with the Mulliken charge.
Geometry (Å):
S1 -2.1977 -0.2509 0.4293  0.486
O1 -3.2086 0.7937 0.0686  -0.643
O2 0.0073 1.4485 -0.5914  -0.379
O3 -2.6950 -1.5725 -0.1984  -0.671
C1 0.2711 -0.9756 -0.5718  -0.401
C2 -0.6602 0.1934 -0.8080  -0.120
C3 1.5088 0.3664 0.9825  -0.458
C4 1.2880 -0.9102 0.2592  -0.192
C5 0.9262 1.4802 0.5095  -0.345
H1 -0.8421 0.2277 -1.9271  0.293
H2 2.2198 0.3470 1.7259  0.425
H3 1.1594 2.4811 0.9567  0.303
H4 1.9352 -1.7577 0.3474  0.395
H5 0.2878 -1.8712 -1.1826  0.306

Computed properties:
total charge = -1
HOMO-LUMO gap = 6.87 eV
highest occupied orbital energy = -3.15 eV


Computed, not measured: the molecule C6H10, with the ωB97M-V functional and the def2-TZVPD basis.

Each line ends with the Mulliken charge.
Geometry (Å):
C1 1.2834 -0.3447 0.4724  -0.725
C2 -0.9618 -0.5337 -0.5074  -0.057
C3 0.1819 -1.3771 0.0567  -0.772
C4 0.9723 0.9712 -0.2753  -0.668
C5 -0.4956 0.8915 -0.6178  -0.114
C6 -1.4729 0.4992 0.4550  -0.759
H1 2.3197 -0.6598 0.2974  0.370
H2 1.5603 1.0510 -1.1996  0.322
H3 -2.4876 0.8668 0.3423  0.277
H4 -0.1451 -1.9356 0.9450  0.281
H5 -1.1416 0.4088 1.4889  0.188
H6 0.4873 -2.1352 -0.6766  0.345
H7 -0.8611 1.5589 -1.3931  0.378
H8 1.1794 1.8678 0.3201  0.298
H9 -1.6263 -0.9529 -1.2602  0.375
H10 1.2077 -0.1762 1.5521  0.261

Computed properties:
total charge = 0
HOMO-LUMO gap = 11.10 eV
highest occupied orbital energy = -9.85 eV
SMILES = C1C[C@@H]2C[C@@H]2C1


Computed, not measured: the molecule C2H3NO4, with the ωB97M-V functional and the def2-TZVPD basis.

Each line ends with the Mulliken charge.
Geometry (Å):
O1 1.5539 -1.0429 -0.3663  -0.444
O2 1.2942 1.2431 -0.2489  -0.432
O3 -1.2674 -1.1430 0.5351  -0.469
O4 -1.5503 0.8865 -0.4161  -0.532
N1 0.1917 0.5048 1.2683  -0.512
C1 -0.6781 0.0642 0.2750  0.898
C2 0.8607 0.0687 -0.1493  0.415
H1 2.4692 -0.9092 -0.0677  0.374
H2 -1.7787 -1.3970 -0.2455  0.347
H3 -1.0953 1.7247 -0.5846  0.355

Computed properties:
total charge = 0
HOMO-LUMO gap (alpha / beta) = 8.05 / 8.07 eV
highest occupied orbital energy (alpha / beta) = -9.37 / -9.82 eV


The calculation returns the following electronic energy values, one per record and in order: -426.51072, -4698.37092, -5156.70480, -817.39776, -234.58715, -433.56805 Eh.